No. 1
Density functional theory data (wB97M-V/def2-TZVPD) for an isolated molecule of C6H10S2 in a non-equilibrium geometry.

Element x y z (Å)
C 0.028 -1.410 1.629
C -0.286 -0.055 0.963
C -1.369 0.830 1.506
C 0.339 0.254 -0.179
C 1.463 -0.474 -0.845
S -0.021 1.753 -1.038
C -0.128 1.170 -2.658
S -0.246 2.110 -3.996
H -0.890 -1.847 2.074
H 0.669 -1.297 2.505
H 0.432 -2.174 0.926
H -1.076 1.643 2.177
H -2.018 0.198 2.139
H -1.956 1.350 0.680
H 2.310 0.130 -1.173
H 1.090 -1.032 -1.739
H 1.879 -1.229 -0.148
H -0.219 0.081 -2.824

Values from the calculation:
Relative energy (zero: lowest compared OMol25 entry of this formula, charge and spin), kcal/mol: 21.9
Orbital gap, eV: 8.358
E_tot, hartree: -1030.9430
Structure (SMILES): CC(C)=C(C)SC=S
LUMO level, eV: -0.15


No. 2
Density functional theory data (wB97M-V/def2-TZVPD) for an isolated molecule of C6H10S2 in a non-equilibrium geometry.

Element x y z (Å)
C 2.839 -0.486 -0.184
S 1.265 -1.385 -0.189
C 0.226 -0.151 0.645
C -1.329 -0.692 0.771
C -2.177 0.181 -0.218
C -1.059 0.699 -1.126
S -0.015 2.069 -1.658
C -0.081 1.143 -0.120
H 2.708 0.431 -0.762
H 3.160 -0.296 0.842
H 3.542 -1.192 -0.636
H 0.683 0.009 1.652
H -1.346 -1.727 0.412
H -1.585 -0.675 1.841
H -2.930 -0.411 -0.721
H -2.680 0.985 0.342
H -0.654 -0.229 -1.564
H -0.566 1.726 0.673

Values from the calculation:
Relative energy (zero: lowest compared OMol25 entry of this formula, charge and spin), kcal/mol: 57.0
Orbital gap, eV: 9.368
E_tot, hartree: -1030.8871
Structure (SMILES): CS[C@@H]1CC[C@H]2S[C@H]12
LUMO level, eV: 0.84


No. 3
Density functional theory data (wB97M-V/def2-TZVPD) for a structure of composition C6H11AgF6N5O12S6 in a non-equilibrium geometry.

Element x y z (Å)
Ag 1.667 1.743 0.862
C -3.372 -0.756 -3.713
C -3.906 -0.630 -2.179
N -3.444 -1.750 -1.296
C -4.011 -3.019 -1.262
C -3.178 -3.793 -0.410
N -2.032 -3.065 -0.096
C -2.189 -1.783 -0.618
C -0.886 -3.650 0.692
H -3.107 -1.791 -3.928
H -2.431 -0.207 -3.724
H -4.108 -0.274 -4.357
H -4.984 -0.694 -2.031
H -3.631 0.285 -1.654
H -4.915 -3.172 -1.832
H -3.257 -4.823 -0.097
H -1.485 -0.967 -0.550
H -1.292 -4.057 1.618
H -0.206 -2.805 0.799
H -0.341 -4.472 0.229
N 4.129 4.056 1.218
S 5.820 3.993 1.595
O 6.162 4.098 2.976
O 6.791 4.201 0.533
F 5.724 2.378 1.622
S 4.175 5.509 1.095
O 4.536 6.165 -0.120
O 4.421 6.257 2.293
F 2.513 5.598 1.019
N -1.096 1.081 2.718
S -1.901 0.410 4.054
O -2.835 -0.619 3.741
O -2.144 1.132 5.291
F -0.494 -0.345 4.354
S -2.247 2.056 2.553
O -2.242 3.279 3.309
O -3.563 1.608 2.077
F -1.686 2.681 1.126
N 2.360 -0.621 -1.678
S 2.230 -1.412 -2.960
O 1.080 -2.390 -2.995
O 3.360 -1.528 -3.886
F 1.494 -0.207 -3.658
S 3.463 -1.714 -1.022
O 4.885 -1.497 -1.227
O 3.049 -3.147 -1.003
F 3.123 -1.342 0.519

Values from the calculation:
Relative energy (zero: lowest compared OMol25 entry of this formula, charge and spin), kcal/mol: 162.8
Orbital gap, eV: 6.501
E_tot, hartree: -4546.9432
Charge: -1
LUMO level, eV: -0.88


No. 4
Density functional theory data (wB97M-V/def2-TZVPD) for a structure of composition C6H11B3BrIO6PbS in a non-equilibrium geometry.

Element x y z (Å)
C 2.816 -1.168 1.162
S 1.447 -2.488 1.047
O 2.106 -3.678 0.259
O 0.895 -2.924 2.424
B 0.107 -1.740 -0.100
O 0.656 -1.158 -1.376
B -0.300 -0.111 -1.785
C 0.028 1.480 -2.037
C 1.301 1.867 -1.068
C 0.818 2.244 0.487
I 0.465 4.406 0.733
O -1.731 -0.557 -1.938
B -2.129 -0.812 -0.508
C -3.395 0.073 0.055
C -3.543 0.116 1.688
O -4.725 -0.254 2.218
Br -2.119 0.716 2.983
O -1.324 -1.788 0.252
H 3.687 -1.497 1.885
H 3.234 -0.929 0.073
H 2.322 -0.172 1.540
H 0.153 1.784 -3.159
H -0.906 2.084 -1.602
H 1.847 2.829 -1.462
H 2.083 0.988 -0.954
H -0.131 1.595 0.806
H 1.663 1.959 1.261
H -3.203 1.195 -0.302
H -4.398 -0.248 -0.506
Pb 2.275 -3.815 -2.075

Values from the calculation:
Relative energy (zero: lowest compared OMol25 entry of this formula, charge and spin), kcal/mol: 156.8
Orbital gap, eV: 3.030
E_tot, hartree: -4223.3401
Charge: +2
LUMO level, eV: -11.09


No. 5
Density functional theory data (wB97M-V/def2-TZVPD) for a structure of composition C6H11B6F24N2Zn2 in a non-equilibrium geometry.

Element x y z (Å)
Zn 2.530 -2.121 1.855
Zn 1.741 -0.567 -2.498
C -4.451 1.075 2.037
C -3.743 0.923 0.681
N -3.192 2.219 0.191
C -3.937 3.291 -0.325
C -3.054 4.339 -0.701
N -1.805 3.860 -0.441
C -1.845 2.565 0.131
C -0.509 4.538 -0.788
H -5.471 1.420 1.870
H -3.966 1.634 2.837
H -4.448 0.050 2.409
H -4.386 0.446 -0.059
H -2.968 0.160 0.752
H -5.016 3.239 -0.345
H -3.313 5.281 -1.163
H -0.952 2.062 0.469
H -0.515 5.004 -1.773
H 0.338 3.852 -0.787
H -0.295 5.406 -0.164
B 0.310 -2.300 -3.738
F 0.845 -2.342 -4.964
F 1.220 -2.537 -2.831
F -0.014 -0.987 -3.556
F -0.776 -3.139 -3.682
B 1.909 -5.361 1.638
F 1.801 -4.041 1.811
F 1.692 -5.971 2.808
F 1.045 -5.860 0.720
F 3.150 -5.575 1.224
B 1.512 1.831 -2.964
F 1.672 3.176 -3.365
F 0.258 1.417 -2.759
F 2.127 0.878 -3.686
F 2.161 1.610 -1.723
B 0.471 -0.826 0.304
F 0.590 -2.128 0.649
F 1.532 -0.128 0.858
F 0.577 -0.679 -1.056
F -0.741 -0.399 0.854
B 1.852 -1.193 4.161
F 2.780 -0.613 3.277
F 0.635 -0.527 4.469
F 1.463 -2.258 3.496
F 2.533 -1.646 5.218
B 3.744 -1.836 -0.325
F 3.028 -1.097 -1.205
F 3.872 -1.107 0.813
F 3.013 -2.896 0.108
F 4.997 -2.140 -0.739

Values from the calculation:
Orbital gap, eV: 9.085
E_tot, hartree: -6450.7271
Charge: -1
LUMO level, eV: 1.08


No. 6
Density functional theory data (wB97M-V/def2-TZVPD) for a cluster of 2 separate species, C6H11BN2 in total in a non-equilibrium geometry.

Element x y z (Å)
B 0.086 -1.212 0.209
C -0.374 1.824 -1.975
C -0.282 0.449 -1.826
C -0.367 2.378 -0.669
C -0.140 0.143 -0.426
C 0.408 -1.858 1.607
C -0.069 1.587 1.620
N -0.235 1.375 0.218
N 0.000 -3.011 -1.192
H -0.459 2.400 -2.987
H -0.439 -0.321 -2.572
H -0.529 3.345 -0.402
H 0.143 -2.999 1.515
H 0.020 -1.356 2.478
H 1.485 -1.734 1.712
H -0.589 2.457 2.026
H -0.319 0.746 2.334
H 1.099 1.790 1.883
H 0.962 -3.304 -1.389
H -0.401 -2.701 -2.165

Values from the calculation:
Relative energy (zero: lowest compared OMol25 entry of this formula, charge and spin), kcal/mol: 9.0
Orbital gap (spin up / spin down), eV: 6.294 / 5.088
E_tot, hartree: -369.3600
2S+1: 3
LUMO level (spin up / spin down), eV: 0.58 / -2.76


No. 7
Density functional theory data (wB97M-V/def2-TZVPD) for the ion C6H11BNO2 with charge +1 in a non-equilibrium geometry.

Element x y z (Å)
B 2.747 0.226 0.030
C 0.748 -1.652 0.199
C -0.596 -1.789 0.566
C -0.134 1.013 -0.325
C 1.347 -0.404 0.023
C -1.466 -0.619 0.685
C -2.606 1.120 -0.620
N -1.422 0.201 -0.485
O 2.729 1.508 0.440
O 3.753 -0.670 -0.259
H 1.349 -2.586 0.167
H -0.864 -2.739 1.034
H -0.052 1.965 -0.742
H -2.376 -0.988 1.087
H -1.028 0.011 1.442
H -2.674 1.800 -1.373
H -3.366 0.371 -0.681
H -2.799 1.655 0.334
H -1.239 -0.339 -1.430
H 3.347 2.114 0.123
H 4.602 -0.199 -0.215

Values from the calculation:
Relative energy (zero: lowest compared OMol25 entry of this formula, charge and spin), kcal/mol: 122.0
Orbital gap (spin up / spin down), eV: 7.993 / 8.543
E_tot, hartree: -464.9434
Charge: +1
LUMO level (spin up / spin down), eV: -4.32 / -4.83


No. 8
Density functional theory data (wB97M-V/def2-TZVPD) for a cluster of 2 separate species, C6H11BO in total in a non-equilibrium geometry.

Element x y z (Å)
B 0.316 -0.024 -0.190
C 1.459 -1.841 -0.681
C 0.105 0.493 1.365
C -0.450 0.909 -1.120
C -0.496 1.953 0.999
C -1.279 1.892 -0.265
C 0.821 -3.151 -0.432
O 2.624 -1.606 -0.980
H -0.818 -0.004 1.832
H 0.849 0.426 2.086
H 0.515 1.453 -1.385
H -1.006 0.640 -2.051
H -1.209 2.245 1.800
H 0.297 2.634 0.971
H -1.413 2.880 -0.728
H -2.483 1.743 -0.213
H -0.185 -3.065 -0.158
H 1.040 -3.873 -1.254
H 1.314 -3.704 0.404

Values from the calculation:
Relative energy (zero: lowest compared OMol25 entry of this formula, charge and spin), kcal/mol: 85.8
Orbital gap, eV: 8.646
E_tot, hartree: -335.1895
LUMO level, eV: 0.66


No. 9
Density functional theory data (wB97M-V/def2-TZVPD) for a structure of composition C6H11BeN5P in a non-equilibrium geometry.

Element x y z (Å)
C 0.164 0.955 -2.392
C -0.061 0.260 -3.563
C -0.384 -1.116 -3.606
C -0.486 -1.970 -2.483
C -0.312 -1.544 -1.182
Be -0.131 0.345 -0.490
P 0.007 2.637 0.259
H 0.506 1.992 -2.541
H 0.068 0.774 -4.524
H -0.504 -1.573 -4.597
H -0.322 -2.355 -0.436
H -0.658 -3.036 -2.678
H -1.077 3.178 0.995
H 0.144 3.627 -0.745
H 1.079 3.000 1.112
N 1.302 -0.567 4.355
N 0.524 -0.538 3.208
N -0.721 -0.981 3.149
C -1.094 -0.747 1.877
N -0.081 -0.174 1.197
N 0.925 -0.050 2.046
H 2.262 -0.193 4.341
H 0.919 -0.949 5.232
H -2.068 -0.975 1.464

Values from the calculation:
Orbital gap, eV: 3.225
E_tot, hartree: -864.8668
Charge: -1
LUMO level, eV: 2.45


No. 10
Density functional theory data (wB97M-V/def2-TZVPD) for a structure of composition C6H11BiO4 in a non-equilibrium geometry.

Element x y z (Å)
H -1.778 0.084 0.186
C -3.078 0.095 3.113
O -3.323 -0.803 2.054
C -3.181 -0.260 0.797
H -3.224 -0.450 4.052
H -2.045 0.479 3.063
H -3.777 0.947 3.077
H -3.766 0.660 0.646
H -3.535 -0.979 0.052
O -0.066 1.696 -0.619
C -0.385 0.439 -0.523
C 0.352 -0.581 -1.007
O 1.502 -0.215 -1.729
C 2.769 -0.705 -1.254
C 3.837 0.226 -1.827
O 3.533 1.562 -1.585
Bi 1.661 1.900 -1.524
H 0.104 -1.640 -0.964
H 2.907 -1.748 -1.573
H 2.766 -0.657 -0.153
H 3.927 0.020 -2.913
H 4.801 -0.070 -1.369

Values from the calculation:
Orbital gap (spin up / spin down), eV: 5.871 / 7.557
E_tot, hartree: -750.2601
Charge: +1
2S+1: 2
LUMO level (spin up / spin down), eV: -5.47 / -5.51


> What is the E_tot in the second record?

-1030.8871 hartree


> Look up the E_tot of the seventh one.

-464.9434 hartree